Record 1
The following is a DFT calculation (the ωB97M-V functional and the def2-TZVPD basis) of a cluster of 14 separate species, C18H67N28O17P in total.

Atoms and positions in Å:
C1 -5.6739 -2.0953 1.4667
C2 -6.0302 -0.8913 0.6097
O1 -7.1758 -1.1638 -0.1825
C3 -8.4050 -0.8234 0.4394
C4 -9.4788 -1.8418 0.0294
N1 -10.8027 -1.2709 -0.2348
C5 -4.9053 -0.4549 -0.3394
N2 -3.9170 0.3514 0.3706
P1 -4.1032 -1.7453 -1.3608
O2 -3.3982 -1.1333 -2.5025
O3 -3.0729 -2.5594 -0.4546
O4 -5.2092 -2.7825 -1.8909
H1 -5.6004 -3.0135 0.8715
H2 -6.4403 -2.2724 2.2221
H3 -4.7194 -1.9232 1.9671
H4 -6.2077 -0.0509 1.2864
H5 -8.7177 0.1686 0.0865
H6 -8.2863 -0.7731 1.5263
H7 -9.1312 -2.3048 -0.8947
H8 -9.5787 -2.5956 0.8110
H9 -10.7606 -0.7139 -1.0793
H10 -11.0724 -0.6372 0.5088
H11 -5.3811 0.1709 -1.0997
H12 -3.3023 0.8290 -0.2776
H13 -3.3401 -0.2118 0.9845
H14 -3.3312 -2.7198 0.4689
H15 -5.4020 -3.4851 -1.2640
C6 0.4890 -1.3276 -3.8669
O5 1.6163 -1.8030 -3.7504
N3 -0.4648 -1.4764 -2.9057
N4 0.1174 -0.5949 -4.9498
H16 -1.3893 -1.0712 -2.9492
H17 -0.2188 -2.0251 -2.1019
H18 0.7869 -0.4914 -5.6887
H19 -0.7988 -0.2007 -5.0542
C7 -2.0812 -4.3623 -5.6414
O6 -1.0815 -4.2000 -6.3261
N5 -3.0155 -5.3165 -5.9317
N6 -2.3435 -3.6037 -4.5381
H20 -3.8309 -5.5056 -5.3788
H21 -2.8368 -5.8882 -6.7337
H22 -1.6774 -2.8960 -4.2874
H23 -3.1671 -3.7070 -3.9754
C8 2.1460 1.4374 -0.5643
O7 1.7473 1.9064 0.4971
N7 3.3147 1.8061 -1.1454
N8 1.4296 0.4826 -1.2230
H24 3.6315 1.4161 -2.0134
H25 3.8920 2.5020 -0.6968
H26 0.5636 0.1921 -0.8101
H27 1.7117 0.0716 -2.0963
C9 4.6445 -2.6498 -1.2426
O8 4.9162 -3.6217 -1.9244
N9 3.5517 -1.8620 -1.4430
N10 5.4444 -2.2632 -0.1890
H28 3.3514 -1.0735 -0.8560
H29 2.9079 -2.0700 -2.1977
H30 6.2594 -2.8163 -0.0076
H31 5.2472 -1.4702 0.3911
C10 6.7649 3.8194 -0.9984
O9 5.5542 3.6356 -0.9979
N11 7.3325 4.9852 -0.6128
N12 7.6306 2.8302 -1.3966
H32 8.3222 5.1372 -0.5991
H33 6.7395 5.7422 -0.3111
H34 7.2341 1.9558 -1.6838
H35 8.6250 2.9425 -1.4090
C11 -1.4302 3.5895 1.4992
O10 -1.8208 3.0596 0.4725
N13 -0.1895 3.3935 2.0199
N14 -2.2452 4.4359 2.2200
H36 0.1076 3.8197 2.8760
H37 0.4550 2.7920 1.5191
H38 -3.1655 4.5996 1.8597
H39 -1.9575 4.8951 3.0619
C12 -6.6909 -0.4900 4.8506
O11 -7.0445 -0.4078 3.6853
N15 -7.1974 -1.4062 5.7159
N16 -5.7283 0.3462 5.3628
H40 -6.8963 -1.4890 6.6676
H41 -7.8461 -2.0861 5.3499
H42 -5.3720 1.0598 4.7540
H43 -5.4264 0.3202 6.3178
C13 -2.2411 -2.5617 3.3713
O12 -2.6789 -2.8394 2.2618
N17 -0.9902 -2.9297 3.7579
N18 -2.9742 -1.8689 4.2884
H44 -0.6021 -2.7110 4.6553
H45 -0.4303 -3.4275 3.0906
H46 -3.9098 -1.6024 4.0384
H47 -2.6291 -1.6305 5.1981
C14 7.0043 8.4984 1.3380
O13 6.9341 7.4783 0.6703
N19 5.9979 9.4255 1.3320
N20 8.0705 8.7914 2.1317
H48 6.0200 10.2692 1.8710
H49 5.1976 9.2293 0.7610
H50 8.8357 8.1331 2.1727
H51 8.1177 9.6294 2.6780
C15 -4.7943 -8.6747 -4.5624
O14 -4.6906 -7.4614 -4.6003
N21 -4.0608 -9.4937 -5.3722
N22 -5.6491 -9.3094 -3.7030
H52 -4.1247 -10.4931 -5.3547
H53 -3.4116 -9.0561 -5.9988
H54 -6.1995 -8.7318 -3.0972
H55 -5.7459 -10.3050 -3.6529
C16 11.7825 7.1024 2.2932
O15 10.6125 6.7865 2.4642
N23 12.2410 8.3657 2.5592
N24 12.7144 6.2273 1.8342
H56 13.1949 8.6434 2.4319
H57 11.5817 9.0331 2.9097
H58 12.4317 5.2829 1.6463
H59 13.6785 6.4603 1.6928
C17 -8.2372 -4.9097 3.3051
O16 -8.0809 -4.3624 4.3854
N25 -9.3605 -4.7268 2.5528
N26 -7.2962 -5.7416 2.7680
H60 -9.5114 -5.1532 1.6586
H61 -10.0602 -4.1104 2.9218
H62 -6.4567 -5.8867 3.2963
H63 -7.4037 -6.1986 1.8831
C18 13.8371 4.3425 -0.8296
O17 14.0597 4.0279 0.3289
N27 12.5878 4.2699 -1.3777
N28 14.8211 4.7894 -1.6647
H64 12.3819 4.5240 -2.3249
H65 11.8493 3.9360 -0.7882
H66 15.7505 4.8384 -1.2923
H67 14.6625 5.0467 -2.6199

spin multiplicity = 1
gap between HOMO and LUMO = 8.81 eV
energy = -105589.4851 eV

Record 2
The following is a DFT calculation (the ωB97M-V functional and the def2-TZVPD basis) of a cluster of 2 separate species, C19H10Cl4FO6S2 in total.

Atoms and positions in Å:
Cl1 -3.9471 5.0459 2.6335
C1 -3.1022 3.5527 2.5536
C2 -3.7744 2.3565 2.3728
Cl2 -5.4762 2.2553 2.4411
C3 -3.0628 1.0948 2.1065
O1 -3.6508 0.0963 1.6972
C4 -1.5490 1.0578 2.4514
O2 -0.9338 -0.0078 2.5088
C5 -0.9745 2.3515 2.8308
Cl3 0.5676 2.3228 3.5453
C6 -1.6657 3.5456 2.6590
Cl4 -0.7782 4.9871 2.4793
F1 -1.5158 0.6804 -0.6671
C7 -0.7569 -0.2486 -0.0667
S1 -1.5065 -1.8825 -0.0971
C8 -0.1790 -3.0986 -0.0501
C9 0.4854 -3.3665 1.1457
C10 1.4346 -4.3910 1.1653
C11 1.6972 -5.1265 0.0054
C12 1.0160 -4.8469 -1.1815
C13 0.0614 -3.8334 -1.2082
O3 -2.2357 -2.2156 1.0969
O4 -2.1001 -1.9987 -1.4189
S2 1.0155 0.0080 -0.2302
C14 1.4981 1.1786 -1.5162
C15 2.4259 0.7688 -2.4835
C16 2.9164 1.6739 -3.4307
C17 2.4368 2.9900 -3.4382
C18 1.5028 3.4089 -2.4813
C19 1.0249 2.4977 -1.5305
O5 1.5022 0.6156 0.9982
O6 1.6248 -1.2291 -0.7094
H1 0.2628 -2.7616 2.0257
H2 1.9602 -4.5918 2.1018
H3 2.4263 -5.9333 0.0401
H4 1.2073 -5.3945 -2.1049
H5 -0.4961 -3.5867 -2.1099
H6 2.7824 -0.2576 -2.4730
H7 3.6656 1.3354 -4.1560
H8 2.7532 3.6762 -4.2264
H9 1.1351 4.4420 -2.4900
H10 0.3024 2.8289 -0.7886

energy relative to the best compared isomer or geometry (same formula, charge and spin) = 270.0 kJ/mol
spin multiplicity = 1
total charge = -1
gap between HOMO and LUMO = 4.61 eV
energy = -106624.2438 eV

Record 3
The following is a DFT calculation (the ωB97M-V functional and the def2-TZVPD basis) of a structure of composition C19H10Cl5CrN4O4S2.

Atoms and positions in Å:
Cr1 0.4450 0.8918 -0.4224
N1 2.6816 1.5246 2.3118
C1 1.3455 1.5697 2.5166
N2 0.4739 0.8111 1.8072
C2 -0.8251 0.9157 2.3396
C3 -0.8965 1.7225 3.4182
S1 0.5469 2.5262 3.7524
C4 -1.8302 0.1462 1.5748
C5 -3.1121 -0.2709 1.9078
S2 -3.9167 -0.9081 0.5150
C6 -2.3918 -0.7567 -0.4478
N3 -1.4277 -0.1508 0.2644
N4 -2.2547 -1.0156 -1.7798
H1 3.0359 0.8148 1.6712
H2 3.2677 2.1719 2.8189
H3 -1.7303 2.0023 4.0200
H4 -3.5731 0.0773 2.8104
H5 -2.9316 -1.5644 -2.2787
H6 -1.4344 -0.6258 -2.2581
Cl1 -3.5275 5.8039 -2.4999
C7 -2.2072 4.7669 -2.5522
C8 -1.6666 4.1811 -3.7106
Cl2 -1.8843 5.0343 -5.2695
C9 -1.0834 2.9413 -3.6748
Cl3 -0.9069 1.9667 -4.9735
C10 -0.5240 2.4478 -2.4956
O1 0.0716 1.2338 -2.3708
C11 -0.9068 3.0843 -1.2416
O2 -0.2837 2.6794 -0.1452
C12 -1.8095 4.1533 -1.3271
Cl4 -2.6444 4.7377 0.0417
Cl5 1.9649 -7.3539 0.9061
C13 2.1816 -5.6687 0.7128
C14 1.6565 -5.0497 -0.4717
C15 1.7932 -3.6784 -0.7052
C16 2.3693 -2.8487 0.2325
C17 2.7993 -3.4813 1.4632
C18 2.8299 -4.8492 1.6371
C19 2.3361 -1.3347 0.0883
O3 3.2173 -0.5877 0.5925
O4 1.3423 -0.9089 -0.6403
H7 1.3411 -5.6985 -1.2451
H8 1.6744 -3.2679 -1.6895
H9 3.1696 -2.8418 2.2663
H10 3.2249 -5.3434 2.5305

spin multiplicity = 5
total charge = -1
gap between HOMO and LUMO (spin up / spin down) = 5.96 / 6.41 eV
energy = -146724.6703 eV

Record 4
The following is a DFT calculation (the ωB97M-V functional and the def2-TZVPD basis) of a structure of composition C19H11Cl3N4O4Ru.

Atoms and positions in Å:
Ru1 -0.8061 0.2906 -0.0012
O1 0.2890 -2.5584 -2.6505
C1 0.1993 -1.6000 -1.9358
O2 -0.5605 -1.5112 -0.8544
C2 0.9833 -0.3208 -2.1828
C3 1.8701 -0.0406 -3.2051
C4 2.4492 1.2246 -3.2387
C5 2.1214 2.1811 -2.2804
C6 1.2249 1.8303 -1.2902
N1 0.7142 0.6034 -1.2714
C7 0.6602 2.7268 -0.1986
O3 0.9660 3.8848 -0.1154
O4 -0.1857 2.0944 0.5987
H1 2.0816 -0.8007 -3.9442
H2 3.1509 1.4723 -4.0240
H3 2.5360 3.1797 -2.2857
C8 1.3316 -2.2702 2.6751
C9 0.4007 -2.5284 3.6652
C10 -0.8242 -1.8839 3.6220
C11 -1.0852 -0.9987 2.5918
N2 -0.1761 -0.7618 1.6260
C12 1.0044 -1.3826 1.6688
C13 -2.3380 -0.2469 2.4393
C14 -3.3114 -0.1351 3.4162
C15 -4.4091 0.6738 3.1778
C16 -4.4946 1.3590 1.9767
C17 -3.4909 1.1944 1.0442
N3 -2.4427 0.3936 1.2599
H4 2.2989 -2.7506 2.6687
H5 0.6213 -3.2258 4.4614
H6 -1.5734 -2.0776 4.3751
H7 1.6904 -1.1566 0.8656
H8 -3.2030 -0.6522 4.3578
H9 -5.1809 0.7789 3.9277
H10 -5.3231 2.0167 1.7591
H11 -3.5165 1.7124 0.0974
Cl1 -3.9671 2.9391 -4.0585
C18 -2.3681 3.0450 -3.3347
Cl2 -1.1028 3.0410 -4.5616
Cl3 -2.2196 4.4500 -2.2769
C19 -2.1711 1.8620 -2.4816
N4 -2.0081 0.9520 -1.8045

energy relative to the best compared isomer or geometry (same formula, charge and spin) = 40.6 kJ/mol
spin multiplicity = 2
total charge = +1
gap between HOMO and LUMO (spin up / spin down) = 8.46 / 7.74 eV
energy = -74176.7928 eV

Record 5
The following is a DFT calculation (the ωB97M-V functional and the def2-TZVPD basis) of a structure of composition C19H11CoF5N4S2.

Atoms and positions in Å:
Co1 -0.0005 -0.2461 0.0357
N1 -3.3116 2.3567 0.2927
C1 -2.1441 1.6911 0.2114
S1 -2.1776 -0.0402 0.2709
N2 -1.0585 2.4260 0.0733
N3 0.0520 1.6544 -0.0222
C2 1.2171 2.2132 -0.0166
C3 1.4505 3.6684 0.1042
C4 0.8325 4.5693 -0.7594
C5 1.0830 5.9261 -0.6396
C6 1.9346 6.3960 0.3516
C7 2.5426 5.5039 1.2220
C8 2.3077 4.1432 1.0936
C9 2.3370 1.2616 -0.1519
C10 3.6450 1.6401 -0.3987
C11 4.6069 0.6520 -0.5563
C12 4.2353 -0.6761 -0.4678
C13 2.9021 -0.9814 -0.2386
N4 1.9789 -0.0374 -0.0847
H1 -4.1419 1.8551 0.5497
H2 -3.2824 3.3526 0.4304
H3 0.1536 4.2022 -1.5158
H4 0.6061 6.6208 -1.3183
H5 2.1217 7.4576 0.4463
H6 3.1992 5.8654 2.0023
H7 2.7799 3.4469 1.7763
H8 3.8975 2.6871 -0.4756
H9 5.6353 0.9242 -0.7537
H10 4.9530 -1.4744 -0.5880
H11 2.5342 -1.9976 -0.1869
F1 -0.2987 -8.2686 0.3117
C14 -0.2400 -6.9473 0.1254
C15 -0.4803 -6.0803 1.1756
F2 -0.7733 -6.5688 2.3846
C16 -0.4168 -4.7152 0.9705
F3 -0.6552 -3.9133 2.0142
C17 -0.1121 -4.1604 -0.2712
S2 -0.0200 -2.4514 -0.5506
C18 0.1254 -5.0601 -1.3089
F4 0.4309 -4.6148 -2.5307
C19 0.0638 -6.4289 -1.1199
F5 0.3015 -7.2573 -2.1412

spin multiplicity = 2
gap between HOMO and LUMO (spin up / spin down) = 6.30 / 6.29 eV
energy = -98726.3916 eV

Record 6
The following is a DFT calculation (the ωB97M-V functional and the def2-TZVPD basis) of a structure of composition C19H11MnN5O4Se.

Atoms and positions in Å:
Mn1 0.4326 0.7506 -0.1617
O1 4.7611 -0.2996 -0.1620
C1 3.5596 0.2071 -0.2140
O2 2.4948 -0.4141 -0.0166
C2 3.4498 1.6321 -0.5288
C3 4.5140 2.4904 -0.7737
C4 4.2096 3.8258 -1.0352
C5 2.8734 4.2478 -1.0355
C6 1.8763 3.3067 -0.7776
N1 2.1565 1.9987 -0.5304
C7 0.4666 3.4955 -0.7225
O3 -0.2355 4.5670 -0.8955
O4 -0.2356 2.4249 -0.4587
H1 4.7686 -1.2437 0.0592
H2 5.5312 2.1291 -0.7563
H3 5.0147 4.5215 -1.2299
H4 2.5967 5.2756 -1.2281
H5 0.2977 5.3517 -1.0917
Se1 -5.0739 -4.6823 1.2071
N2 -3.3339 -4.8143 1.0494
C8 -2.8588 -3.6307 0.8251
C9 -1.4770 -3.3214 0.6288
C10 -0.4816 -4.3041 0.6608
C11 0.8185 -3.9106 0.4615
C12 1.0947 -2.5646 0.2410
N3 0.1727 -1.6170 0.2084
C13 -1.1111 -1.9835 0.3973
C14 -2.0924 -0.9400 0.3594
N4 -1.6574 0.3229 0.1294
C15 -2.5678 1.3035 0.0960
C16 -3.9253 1.1040 0.2772
C17 -4.3898 -0.1693 0.5075
C18 -3.4580 -1.2110 0.5503
C19 -3.8581 -2.5626 0.7851
N5 -5.0802 -2.9458 0.9789
H6 -0.7581 -5.3350 0.8382
H7 1.6350 -4.6185 0.4705
H8 2.1094 -2.2532 0.0797
H9 -2.2171 2.2978 -0.0810
H10 -4.5833 1.9600 0.2324
H11 -5.4384 -0.3912 0.6561

energy relative to the best compared isomer or geometry (same formula, charge and spin) = 132.6 kJ/mol
spin multiplicity = 6
total charge = +2
gap between HOMO and LUMO (spin up / spin down) = 5.55 / 5.45 eV
energy = -132175.9386 eV

Record 7
The following is a DFT calculation (the ωB97M-V functional and the def2-TZVPD basis) of a structure of composition C19H12FN4PbS5Sb.

Atoms and positions in Å:
Pb1 0.2379 -0.8276 0.4912
S1 3.7464 2.5723 2.1323
Sb1 2.9119 0.4353 2.2998
S2 2.8573 -0.6396 0.1315
S3 0.5125 0.5300 2.6854
S4 3.8858 -0.9281 3.8702
S5 -5.0888 5.6252 0.2957
N1 -5.4341 4.0395 0.1158
C1 -4.2810 3.4080 -0.0051
C2 -4.1131 1.9948 -0.1951
C3 -5.1974 1.1164 -0.2616
C4 -4.9648 -0.2232 -0.4582
C5 -3.6413 -0.6442 -0.5850
N2 -2.6126 0.1728 -0.5351
C6 -2.8032 1.4777 -0.3375
C7 -1.6301 2.3601 -0.2704
N3 -0.3854 1.8443 -0.4094
C8 0.6559 2.6481 -0.3261
C9 0.5626 4.0189 -0.0891
C10 -0.6834 4.5713 0.0411
C11 -1.8090 3.7482 -0.0581
C12 -3.1455 4.2710 0.0546
N4 -3.4614 5.5427 0.2136
H1 -6.1948 1.5234 -0.1550
H2 -5.7760 -0.9354 -0.5223
H3 -3.4016 -1.6934 -0.7377
H4 1.6292 2.1813 -0.4486
H5 1.4621 4.6112 -0.0075
H6 -0.8257 5.6278 0.2270
F1 0.3453 -7.1798 -1.8744
C13 0.2940 -6.1436 -0.9663
C14 -0.9277 -5.5797 -0.6602
C15 -0.9769 -4.5549 0.2708
C16 0.1828 -4.0687 0.9176
C17 0.1201 -2.9802 1.8534
C18 1.4068 -4.6722 0.5499
C19 1.4628 -5.6974 -0.3759
H7 -1.8243 -5.9482 -1.1452
H8 -1.9308 -4.1071 0.5300
H9 0.9665 -2.8957 2.5301
H10 -0.8379 -2.8676 2.3599
H11 2.3171 -4.3188 1.0181
H12 2.4051 -6.1628 -0.6379

spin multiplicity = 1
total charge = -2
gap between HOMO and LUMO = 3.84 eV
energy = -94541.5591 eV

Record 8
The following is a DFT calculation (the ωB97M-V functional and the def2-TZVPD basis) of a structure of composition C19H12MoN2O7.

Atoms and positions in Å:
Mo1 1.2046 -0.5514 -0.2864
O1 4.1105 0.8633 -2.4858
C1 3.3702 0.7846 -1.5637
O2 3.0815 -0.3005 -0.8674
C2 2.6376 1.9655 -0.8896
C3 3.0808 3.2729 -0.7143
C4 2.5418 4.0181 0.3298
C5 1.6730 3.4106 1.2459
C6 1.2660 2.1136 0.9854
N1 1.6625 1.4681 -0.1240
C7 0.6154 1.1079 1.9194
O3 -0.0353 1.3075 2.8845
O4 0.9253 -0.1159 1.4056
H1 3.8565 3.6664 -1.3561
H2 2.8728 5.0334 0.4958
H3 1.3743 3.9156 2.1527
O5 -0.1096 -0.4904 -4.0205
C8 -0.1171 -0.5015 -2.8365
O6 0.9648 -0.6020 -2.0308
C9 -1.3200 -0.4283 -1.9387
C10 -2.6067 -0.3174 -2.4640
C11 -3.6621 -0.2881 -1.5788
C12 -3.4257 -0.4693 -0.2066
C13 -4.4757 -0.5241 0.7375
C14 -4.2156 -0.8036 2.0512
C15 -2.8999 -1.0685 2.4698
C16 -1.8500 -0.9927 1.5908
C17 -2.0699 -0.6508 0.2437
N2 -1.0387 -0.5325 -0.6390
H4 -2.7384 -0.2700 -3.5342
H5 -4.6726 -0.1667 -1.9389
H6 -5.4840 -0.3568 0.3901
H7 -5.0193 -0.8535 2.7675
H8 -2.7081 -1.3310 3.4987
H9 -0.8522 -1.2274 1.9462
C18 2.7467 -3.5405 0.4518
C19 1.7456 -2.5386 0.1748
O7 0.5524 -2.5763 0.0546
H10 2.4483 -4.5194 0.0534
H11 2.8394 -3.6666 1.5400
H12 3.7303 -3.2420 0.0873

spin multiplicity = 1
total charge = +2
gap between HOMO and LUMO = 6.02 eV
energy = -39050.5059 eV